[1]
The molecule C3H3BrO at a distorted geometry. Source: the OMol25 dataset; level of theory: the ωB97M-V functional and the def2-TZVPD basis.

Element x y z (Å)
C  -0.20  -0.05  0.17
C  -1.58  -0.49  0.18
C  -2.78  -0.52  -0.39
Br  -4.60  0.22  0.03
O  -2.15  -1.66  0.51
H  0.33  -0.48  1.02
H  -0.15  1.04  0.18
H  0.28  -0.41  -0.74

Molar mass ... 135.0 g/mol
Maximum force ... 2.80 eV Å⁻¹
ΔE to the lowest compared entry with this formula, charge and spin ... 3.446 eV
Structure (SMILES) ... CC1=C(Br)O1
Orbital gap (alpha / beta) ... 7.843 / 7.844 eV

=====

[2]
A cluster of 2 separate species, C3H3BrO in total at a distorted geometry. Source: the OMol25 dataset; level of theory: the ωB97M-V functional and the def2-TZVPD basis.

Element x y z (Å)
C  1.89  1.65  -0.07
C  0.95  0.90  -0.25
C  -0.81  -0.80  0.42
O  -0.69  -1.96  -0.28
Br  -2.27  0.34  -0.13
H  2.66  2.39  -0.14
H  -0.61  -0.85  1.46
H  -1.12  -1.67  -1.01

Molar mass ... 135.0 g/mol
Maximum force ... 4.87 eV Å⁻¹
ΔE to the lowest compared entry with this formula, charge and spin ... 3.533 eV
Multiplicity ... 3
Expectation value of S² ... 2.0264
Orbital gap (alpha / beta) ... 8.494 / 7.397 eV

=====

[3]
A cluster of 2 separate species, C3H3BrO2 in total at a distorted geometry. Source: the OMol25 dataset; level of theory: the ωB97M-V functional and the def2-TZVPD basis.

Element x y z (Å)
C  -2.00  -1.19  -0.89
C  1.88  0.96  0.59
C  0.76  0.03  0.96
O  -1.96  -2.23  -1.39
O  1.27  0.83  1.83
Br  -3.24  0.19  -1.49
H  -1.36  -0.87  -0.09
H  2.87  0.55  0.55
H  1.79  1.72  -0.07

Molar mass ... 151.0 g/mol
Maximum force ... 3.87 eV Å⁻¹
ΔE to the lowest compared entry with this formula, charge and spin ... 3.600 eV
Orbital gap ... 10.401 eV

=====

[4]
A cluster of 2 separate species, C3H3BrO2 in total at a distorted geometry. Source: the OMol25 dataset; level of theory: the ωB97M-V functional and the def2-TZVPD basis.

Element x y z (Å)
C  0.08  0.48  -0.02
C  1.68  -1.64  0.39
C  -1.33  1.06  -0.47
O  0.99  1.11  0.47
O  1.83  -2.52  -0.35
Br  -2.70  -0.20  0.04
H  1.96  -1.43  1.44
H  -1.12  1.12  -1.49
H  -1.40  2.03  -0.02

Molar mass ... 151.0 g/mol
Maximum force ... 3.17 eV Å⁻¹
ΔE to the lowest compared entry with this formula, charge and spin ... 3.709 eV
Orbital gap (alpha / beta) ... 8.820 / 7.297 eV

=====

[5]
A cluster of 2 separate species, C3H3BrO2S in total at a distorted geometry. Source: the OMol25 dataset; level of theory: the ωB97M-V functional and the def2-TZVPD basis.

Element x y z (Å)
C  0.37  0.92  -0.86
S  0.88  -0.63  -0.61
O  1.71  -1.01  0.51
O  0.66  -1.58  -1.67
H  -0.15  0.92  -1.71
H  0.54  1.48  0.01
C  -0.96  -1.76  1.13
C  -1.72  -0.99  0.58
Br  -3.03  -0.03  -0.18
H  -0.24  -2.33  1.63

Molar mass ... 183.0 g/mol
Maximum force ... 5.98 eV Å⁻¹
ΔE to the lowest compared entry with this formula, charge and spin ... 2.396 eV
Structure (SMILES) ... C=S(=O)=O.C#CBr
Orbital gap ... 10.149 eV

=====

[6]
The molecule C3H3BrOS at a distorted geometry. Source: the OMol25 dataset; level of theory: the ωB97M-V functional and the def2-TZVPD basis.

Element x y z (Å)
O  -0.22  1.46  -1.58
C  -0.74  0.54  -1.05
Br  -2.63  0.12  -1.34
C  0.13  -0.42  -0.14
C  0.61  0.10  1.20
S  1.89  -0.58  1.96
H  1.14  -0.56  -0.65
H  -0.18  -1.51  -0.04
H  -0.01  0.85  1.63

Molar mass ... 167.0 g/mol
Maximum force ... 2.06 eV Å⁻¹
ΔE to the lowest compared entry with this formula, charge and spin ... 0.000 eV
Structure (SMILES) ... O=C(Br)CC=S
Orbital gap (alpha / beta) ... 8.522 / 8.521 eV

=====

[7]
The molecule C3H3BrOS at a distorted geometry. Source: the OMol25 dataset; level of theory: the ωB97M-V functional and the def2-TZVPD basis.

Element x y z (Å)
C  0.64  0.27  -0.17
C  -0.40  -0.13  -1.19
C  0.05  -0.04  1.17
O  1.79  0.45  -0.44
S  -1.20  -1.53  -1.13
Br  -0.48  1.15  -2.85
H  0.05  -1.02  1.71
H  0.53  0.63  1.85
H  -0.97  0.22  1.04

Molar mass ... 167.0 g/mol
Maximum force ... 4.01 eV Å⁻¹
ΔE to the lowest compared entry with this formula, charge and spin ... 0.454 eV
Multiplicity ... 3
Expectation value of S² ... 2.0104
Orbital gap (alpha / beta) ... 7.721 / 6.589 eV

=====

[8]
A structure of composition C3H3CeO3 at a distorted geometry. Source: the OMol25 dataset; level of theory: the ωB97M-V functional and the def2-TZVPD basis.

Element x y z (Å)
O  -0.44  -1.15  1.38
O  -1.69  -0.14  -1.24
C  -0.65  0.57  -1.03
O  0.24  0.62  -1.91
C  0.87  0.16  -0.22
H  1.43  1.08  0.03
C  0.51  -0.44  1.10
H  1.08  0.01  1.94
H  1.64  -0.50  -0.65
Ce  -2.99  -0.22  0.59

Molar mass ... 227.2 g/mol
Charge ... +2
Maximum force ... 3.55 eV Å⁻¹
ΔE to the lowest compared entry with this formula, charge and spin ... 1.979 eV
Multiplicity ... 2
Expectation value of S² ... 1.0212
Orbital gap (alpha / beta) ... 5.228 / 7.146 eV

=====

[9]
The molecule C3H3Cl at a distorted geometry. Source: the OMol25 dataset; level of theory: the ωB97M-V functional and the def2-TZVPD basis.

Element x y z (Å)
C  -0.74  0.40  0.30
C  1.26  -0.32  -0.58
C  0.35  -0.56  0.41
Cl  -2.24  0.10  -0.21
H  -0.29  1.40  0.51
H  1.25  0.51  -1.28
H  0.41  -1.53  0.85

Molar mass ... 74.5 g/mol
Maximum force ... 4.81 eV Å⁻¹
ΔE to the lowest compared entry with this formula, charge and spin ... 2.856 eV
Orbital gap (alpha / beta) ... 9.020 / 7.549 eV

=====

[10]
A cluster of 2 separate species, C3H3Cl2F in total at a distorted geometry. Source: the OMol25 dataset; level of theory: the ωB97M-V functional and the def2-TZVPD basis.

Element x y z (Å)
C  -1.21  0.88  -0.26
C  -0.25  0.11  0.06
C  0.78  -0.69  0.67
F  0.29  0.03  -2.35
Cl  1.71  0.29  1.89
Cl  1.93  -1.34  -0.58
H  -1.57  0.96  -1.29
H  -2.05  1.09  0.49
H  0.35  -1.33  1.37

Molar mass ... 129.0 g/mol
Maximum force ... 3.28 eV Å⁻¹
ΔE to the lowest compared entry with this formula, charge and spin ... 5.110 eV
Orbital gap (alpha / beta) ... 7.315 / 7.414 eV

=====

[11]
A cluster of 2 separate species, C3H3Cl2F in total at a distorted geometry. Source: the OMol25 dataset; level of theory: the ωB97M-V functional and the def2-TZVPD basis.

Element x y z (Å)
C  -0.36  1.49  -0.35
C  -0.10  0.27  -0.14
C  0.49  -0.84  0.50
F  -1.61  -1.51  -0.91
Cl  0.39  -0.90  2.29
Cl  2.16  -0.99  -0.16
H  -1.30  1.86  -0.78
H  0.46  2.30  -0.43
H  -0.14  -1.68  -0.03

Molar mass ... 129.0 g/mol
Maximum force ... 2.79 eV Å⁻¹
ΔE to the lowest compared entry with this formula, charge and spin ... 4.554 eV
Orbital gap ... 7.754 eV

=====

[12]
A cluster of 2 separate species, C3H3Cl2F in total at a distorted geometry. Source: the OMol25 dataset; level of theory: the ωB97M-V functional and the def2-TZVPD basis.

Element x y z (Å)
C  0.62  -1.82  -0.26
C  -0.18  -1.17  0.55
C  -0.67  2.98  0.09
F  -1.75  2.77  -0.66
Cl  0.11  0.36  1.09
Cl  0.77  2.99  -0.77
H  1.58  -1.52  -0.44
H  0.61  -2.90  -0.43
H  -1.09  -1.70  0.83

Molar mass ... 129.0 g/mol
Maximum force ... 2.96 eV Å⁻¹
ΔE to the lowest compared entry with this formula, charge and spin ... 3.429 eV
Orbital gap ... 9.226 eV

=====

[13]
A cluster of 2 separate species, C3H3Cl2F3 in total at a distorted geometry. Source: the OMol25 dataset; level of theory: the ωB97M-V functional and the def2-TZVPD basis.

Element x y z (Å)
C  1.09  0.71  1.38
C  -1.40  -1.84  -1.37
C  0.25  0.73  0.12
F  0.28  0.54  2.55
F  -2.57  -2.41  -1.06
F  -0.55  1.82  -0.07
Cl  -1.29  -1.57  -3.00
Cl  1.32  0.79  -1.35
H  1.58  -0.25  1.46
H  1.55  1.63  1.54
H  -0.27  -0.15  -0.19

Molar mass ... 167.0 g/mol
Maximum force ... 3.53 eV Å⁻¹
ΔE to the lowest compared entry with this formula, charge and spin ... 4.205 eV
Orbital gap ... 9.556 eV

=====

[14]
The ion C3H3Cl2N4 with charge -1 at a distorted geometry. Source: the OMol25 dataset; level of theory: the ωB97M-V functional and the def2-TZVPD basis.

Element x y z (Å)
C  -0.44  -1.73  0.78
C  -0.12  0.09  0.76
C  1.08  0.42  -0.22
N  0.46  -2.48  0.20
N  -1.63  -2.32  0.91
N  -0.16  -3.62  0.00
N  -1.35  -3.52  0.42
Cl  1.24  2.15  -0.14
Cl  2.53  -0.26  0.45
H  0.25  0.36  1.80
H  -1.05  0.76  0.61
H  0.96  0.30  -1.35

Molar mass ... 166.0 g/mol
Charge ... -1
Maximum force ... 5.29 eV Å⁻¹
ΔE to the lowest compared entry with this formula, charge and spin ... 0.000 eV
Orbital gap ... 8.291 eV

=====

[15]
A cluster of 2 separate species, C3H3Cl2NO in total at a distorted geometry. Source: the OMol25 dataset; level of theory: the ωB97M-V functional and the def2-TZVPD basis.

Element x y z (Å)
C  -0.80  -0.18  1.98
C  2.05  -1.36  0.64
C  2.70  -0.33  0.18
N  -0.47  -0.59  0.78
O  -1.01  -0.55  -0.33
Cl  4.45  -0.57  -0.14
Cl  2.14  1.30  -0.07
H  -1.88  0.20  2.10
H  -0.06  -0.35  2.75
H  2.45  -2.36  0.69

Molar mass ... 140.0 g/mol
Maximum force ... 2.66 eV Å⁻¹
ΔE to the lowest compared entry with this formula, charge and spin ... 6.003 eV
Orbital gap (alpha / beta) ... 8.909 / 8.601 eV

=====

[16]
The ion C3H3Cl2O3P with charge -2 at a distorted geometry. Source: the OMol25 dataset; level of theory: the ωB97M-V functional and the def2-TZVPD basis.

Element x y z (Å)
C  -0.04  0.51  0.51
C  0.59  -0.29  -0.38
C  2.07  0.09  -0.66
Cl  2.41  0.22  -2.42
Cl  2.62  1.56  0.00
P  3.00  -1.60  0.05
O  4.43  -1.10  0.19
O  2.20  -1.73  1.30
O  2.73  -2.73  -0.96
H  -1.05  0.25  0.98
H  0.23  1.47  0.70
H  0.00  -1.08  -0.80

Molar mass ... 188.9 g/mol
Charge ... -2
Maximum force ... 3.99 eV Å⁻¹
ΔE to the lowest compared entry with this formula, charge and spin ... 2.133 eV
Structure (SMILES) ... C=CC(Cl)(Cl)P(=O)([O-])[O-]
Orbital gap ... 5.624 eV

=====

[17]
The ion C3H3Cl2O4P with charge -2 at a distorted geometry. Source: the OMol25 dataset; level of theory: the ωB97M-V functional and the def2-TZVPD basis.

Element x y z (Å)
C  0.71  0.78  -0.80
C  -1.63  0.16  0.21
C  -0.12  0.28  0.51
O  1.17  -0.43  -1.31
O  2.09  -1.46  0.98
O  0.19  1.57  -1.57
O  0.16  -2.56  -0.35
P  0.90  -1.33  0.06
Cl  2.36  1.65  -0.13
Cl  0.25  1.10  2.04
H  -1.95  1.04  -0.14
H  -1.78  -0.67  -0.58
H  -2.34  -0.13  1.06

Molar mass ... 204.9 g/mol
Charge ... -2
Maximum force ... 4.59 eV Å⁻¹
ΔE to the lowest compared entry with this formula, charge and spin ... 0.839 eV
Orbital gap ... 6.633 eV

=====

[18]
A cluster of 2 separate species, C3H3Cl3 in total at a distorted geometry. Source: the OMol25 dataset; level of theory: the ωB97M-V functional and the def2-TZVPD basis.

Element x y z (Å)
C  -0.98  1.16  -0.40
C  -0.11  0.29  -0.13
C  0.93  -0.49  0.42
Cl  -1.49  -2.40  0.10
Cl  2.22  0.68  0.87
Cl  1.63  -1.38  -1.05
H  -1.79  1.15  -1.17
H  -0.91  2.21  0.12
H  0.51  -1.20  1.25

Molar mass ... 145.4 g/mol
Maximum force ... 3.70 eV Å⁻¹
ΔE to the lowest compared entry with this formula, charge and spin ... 4.085 eV
Orbital gap (alpha / beta) ... 5.556 / 7.664 eV